87
Properties=species:S:1:pos:R:3 method="wB97M-V/def2-TZVPD" orbital_gap_ev=9.8 total_energy_ev=-142515.5440 smiles=c1ccncc1.c1ccncc1.c1ccncc1.c1ccncc1.c1ccncc1.ClCCCl.ClCCCl.ClCCCl.ClCCCl
Cl 1.1744 -4.6316 0.3583
C -0.2194 -4.4893 -0.7662
C -0.7701 -5.8355 -1.1776
Cl -1.1735 -6.8532 0.2155
H 0.1631 -3.9449 -1.6249
H -1.0185 -3.8918 -0.3337
H -0.0450 -6.3878 -1.7773
H -1.6662 -5.7724 -1.7919
Cl -1.3990 4.9981 1.3331
C 0.2954 4.5561 1.5792
C 0.4510 3.0844 1.2849
Cl 2.1317 2.4623 1.3571
H 0.6122 4.8239 2.5872
H 0.9318 5.1707 0.9437
H 0.1763 2.8904 0.2499
H -0.1677 2.4507 1.9147
Cl -2.3031 0.7785 -4.6216
C -2.2097 0.0234 -6.2549
C -0.7909 0.0600 -6.7545
Cl -0.2900 1.7290 -7.1733
H -2.9114 0.6231 -6.8307
H -2.6471 -0.9737 -6.2521
H -0.6875 -0.5475 -7.6533
H -0.0692 -0.3316 -6.0431
Cl 3.4671 -0.2365 4.3275
C 2.1474 -1.3522 3.8753
C 1.6923 -2.0895 5.1307
Cl 3.0157 -3.1240 5.7561
H 2.4770 -2.0112 3.0766
H 1.3388 -0.7305 3.4922
H 0.8478 -2.7463 4.9124
H 1.3659 -1.4753 5.9628
N 2.4261 -1.3492 -5.9957
C 2.0334 -1.5780 -4.7350
C 2.0973 -0.6079 -3.7538
C 2.5957 0.6323 -4.0584
C 3.0433 0.9110 -5.3563
C 2.9296 -0.1385 -6.2647
H 1.6286 -2.5642 -4.5521
H 1.7882 -0.8621 -2.7459
H 2.7005 1.3766 -3.2778
H 3.4509 1.8889 -5.5576
H 3.2834 0.0226 -7.2762
N -5.3470 2.0867 0.7376
C -6.5604 2.1383 0.1983
C -7.1992 3.3165 -0.1868
C -6.4559 4.4794 -0.1436
C -5.1798 4.4618 0.3956
C -4.6891 3.2512 0.8593
H -7.0909 1.1931 0.1450
H -8.2080 3.3692 -0.5690
H -6.9431 5.4199 -0.3760
H -4.5277 5.3051 0.5828
H -3.7528 3.1492 1.3957
N 4.5932 -2.1603 -1.2167
C 5.9083 -1.8770 -1.2066
C 6.5097 -1.1106 -0.2247
C 5.7383 -0.5841 0.7968
C 4.4004 -0.9244 0.8357
C 3.8746 -1.6879 -0.2094
H 6.4943 -2.3397 -1.9892
H 7.5757 -0.9782 -0.3688
H 6.1785 0.0516 1.5544
H 3.8024 -0.6133 1.6815
H 2.8147 -1.9194 -0.1782
N -0.7732 0.9017 4.3433
C -1.0544 -0.3591 4.6307
C -1.3720 -0.7919 5.9291
C -1.5595 0.1637 6.9079
C -1.3080 1.4893 6.5712
C -0.9115 1.8355 5.2986
H -0.9410 -1.1092 3.8573
H -1.3780 -1.8389 6.2053
H -1.9203 -0.1283 7.8839
H -1.4888 2.2362 7.3364
H -0.7669 2.8458 4.9430
N 0.1127 -1.3115 -0.8891
C -0.7620 -0.5753 -1.5907
C -1.6015 0.3771 -1.0655
C -1.6570 0.5273 0.3259
C -0.8529 -0.3132 1.0663
C 0.0391 -1.1791 0.4266
H -0.7370 -0.5849 -2.6740
H -2.2095 0.9129 -1.7794
H -2.3046 1.2183 0.8497
H -0.8887 -0.3467 2.1484
H 0.5019 -1.9542 1.0330